[1]
The following is a DFT calculation (ωB97M-V with the def2-TZVPD basis set) of a structure of composition C16H16I2MnN7OS in a non-equilibrium geometry.

Structure (ORCA input):
```
! RIJCOSX wB97M-V def2-TZVPD def2/J DEFGRID3
* xyz 2 5
Mn 0.9193 -0.0914 0.1429
I 3.2049 -0.6108 -4.1863
C 1.2191 -1.1517 -3.7828
C 0.3665 -1.6541 -4.7576
C -0.9409 -1.9967 -4.4612
I -2.1734 -2.7020 -6.0129
C -1.4576 -1.8459 -3.1416
C -2.7350 -2.2478 -2.7070
C -3.0992 -2.0335 -1.3988
C -2.2134 -1.3860 -0.5338
N -1.0007 -1.0090 -0.8966
C -0.6075 -1.2716 -2.1674
C 0.7676 -0.9525 -2.4659
O 1.5062 -0.5228 -1.5167
H 0.7381 -1.7853 -5.7626
H -3.4115 -2.7333 -3.3965
H -4.0577 -2.3499 -1.0208
H -2.5091 -1.1818 0.4872
C 0.4405 0.3633 5.4936
C 0.6959 -0.7585 4.5784
N 0.7883 -2.0048 4.8947
N 1.0193 -2.6984 3.7691
C 1.0776 -1.8912 2.6998
S 1.3757 -2.2366 1.0833
N 0.8586 -0.6319 3.2012
N 0.8505 0.5079 2.3778
H 0.2533 -0.0359 6.4874
H -0.4269 0.9456 5.1800
H 1.3108 1.0185 5.5483
H 1.1245 -3.7039 3.8018
H 1.7441 1.0153 2.4964
H 0.1068 1.1434 2.6934
C -1.3047 2.6291 0.2670
C 0.0260 2.8421 -0.3546
N 0.9534 1.8916 -0.4441
C 2.0316 2.4537 -1.0872
C 1.7493 3.7539 -1.3703
N 0.4859 3.9790 -0.8976
H -1.3832 1.5679 0.5348
H -2.1083 2.8812 -0.4222
H -1.4279 3.2465 1.1565
H 2.9107 1.8816 -1.3138
H 2.3428 4.5106 -1.8434
H -0.0103 4.8561 -0.9518
*
```

Results
HOMO level (alpha / beta): -12.91 / -12.97 eV
<S²>: 6.09
LUMO (alpha / beta): -8.217 / -7.325 eV
Kohn-Sham gap (alpha / beta): 4.693 / 5.646 eV

***

[2]
The following is a DFT calculation (ωB97M-V with the def2-TZVPD basis set) of a structure of composition C16H16MgN4O3 in a non-equilibrium geometry.

Structure (ORCA input):
```
! RIJCOSX wB97M-V def2-TZVPD def2/J DEFGRID3
* xyz 2 1
Mg 0.9169 0.9734 0.8780
O -0.1945 -2.4509 -1.9435
C -1.1012 -2.6592 -2.7505
O -2.8469 -2.1620 -0.1254
C -3.1597 -2.2556 -1.2749
O -4.4749 -2.1314 -1.4452
N -2.5094 -2.6425 -2.4982
C -4.7937 -2.7752 -2.7103
C -3.5585 -2.7859 -3.5433
H -5.6414 -2.3013 -3.1979
H -5.1217 -3.8035 -2.5776
H -3.5114 -1.9199 -4.1840
H -3.4727 -3.6526 -4.0921
C -0.5378 -2.8954 -4.1127
C 0.4583 -2.1919 -4.6040
H -1.1173 -3.7574 -4.4331
H 1.0767 -1.2743 -4.3935
H 0.9673 -2.5549 -5.4976
N 2.2095 2.4439 2.9615
C 2.5543 1.0686 3.0806
C 3.5326 0.6090 3.9492
C 3.8458 -0.7525 3.9725
C 3.2239 -1.6813 3.1228
C 2.2594 -1.2067 2.2649
N 1.9466 0.1313 2.2905
C 1.3109 3.2792 2.2424
C 1.2454 4.6520 2.3959
C 0.3452 5.3827 1.6144
C -0.4852 4.7854 0.6522
C -0.3999 3.4240 0.4991
N 0.4642 2.7388 1.3207
H 2.7543 2.9931 3.6024
H 4.0492 1.3352 4.5815
H 4.5958 -1.1428 4.6617
H 3.4891 -2.7493 3.1012
H 1.6987 -1.8433 1.5505
H 1.9070 5.1280 3.1182
H 0.2470 6.4601 1.7334
H -1.1771 5.3510 0.0145
H -0.9947 2.8341 -0.2241
*
```

Results
HOMO level: -14.17 eV
LUMO: -8.182 eV
Kohn-Sham gap: 5.984 eV

***

[3]
The following is a DFT calculation (ωB97M-V with the def2-TZVPD basis set) of a structure of composition C16H16N2O2S2SeTl.

Structure (ORCA input):
```
! RIJCOSX wB97M-V def2-TZVPD def2/J DEFGRID3
* xyz -1 1
Tl -0.1715 0.2691 -1.0411
C 4.0112 1.9407 -1.2895
C 2.6459 1.5762 -1.7858
N 2.2626 0.3643 -1.9454
O 3.2155 -0.5883 -1.5740
C 1.6619 2.6095 -2.1092
C 2.0834 3.9820 -2.5305
N 0.3890 2.3018 -2.0335
O -0.5160 3.1012 -2.4017
H 4.3095 1.2296 -0.5215
H 4.0078 2.9459 -0.8732
H 4.7450 1.8933 -2.0972
H 2.7144 -1.4120 -1.6258
H 3.0522 3.9651 -3.0324
H 2.1504 4.6616 -1.6746
H 1.3319 4.3834 -3.2089
S -2.6014 0.1674 -1.7095
C -2.7857 -1.5743 -1.5502
C -4.0469 -2.0600 -1.1783
C -4.3095 -3.4134 -1.0830
C -3.2866 -4.3262 -1.3226
C -2.0261 -3.8643 -1.6498
C -1.7507 -2.4964 -1.7858
S -0.1198 -2.0152 -2.2158
H -4.8300 -1.3389 -0.9789
H -5.3011 -3.7531 -0.8096
H -3.4649 -5.3911 -1.2337
H -1.2185 -4.5647 -1.8236
Se 1.4089 0.1433 1.0988
C 0.4178 0.1510 2.7344
C -0.5585 -0.8067 3.0073
C -1.1957 -0.8310 4.2393
C -0.8627 0.0938 5.2206
C 0.1163 1.0424 4.9591
C 0.7465 1.0772 3.7221
H -0.8135 -1.5345 2.2470
H -1.9469 -1.5855 4.4386
H -1.3640 0.0782 6.1802
H 0.3950 1.7574 5.7239
H 1.5048 1.8210 3.5136
*
```

Results
HOMO level: -4.47 eV
Energy relative to the best compared isomer or geometry (same formula, charge and spin): 0.0 kcal per mole
LUMO: 2.543 eV
Kohn-Sham gap: 7.010 eV